Record 1
{
  "formula": "C4H9N2",
  "method": "the ωB97M-V functional and the def2-TZVPD basis",
  "species": ["C", "C", "C", "C", "N", "N", "H", "H", "H", "H", "H", "H", "H", "H", "H"],
  "positions_angstrom": [[-1.1691, -0.1106, -0.0057], [1.5319, 0.5966, -0.5279], [1.7538, 0.0833, 0.8622], [0.8084, -0.5672, -0.0852], [-1.9293, -0.3974, 1.0092], [-1.5389, 0.1974, -1.1708], [1.0404, 1.4777, -0.8594], [2.3954, 0.5090, -1.1505], [2.6136, -0.5314, 0.9935], [1.4753, 0.6522, 1.7429], [0.7405, -1.6429, -0.3799], [-1.5629, -1.0313, 1.7522], [-2.9315, -0.2973, 1.1399], [-0.8333, 0.5116, -1.8179], [-2.3945, 0.5502, -1.5026]],
  "forces_ev_per_angstrom": [[4.368, -2.590, 1.867], [1.657, 0.197, -1.022], [-1.174, 0.418, 0.361], [-4.708, -0.965, 0.868], [0.121, -1.358, 2.262], [0.495, 1.802, -2.892], [-0.685, 0.859, 0.658], [0.348, -0.605, -0.610], [0.716, -0.125, 0.106], [-0.291, -0.165, -0.179], [0.419, 1.252, 0.084], [0.058, 1.191, -0.874], [0.030, 0.331, -0.837], [0.536, -0.309, -0.023], [-1.888, 0.067, 0.229]],
  "mulliken_charge": [0.3182, -0.6310, -0.4992, -0.0873, -0.3484, -0.2670, 0.3315, 0.2679, 0.2542, 0.2500, 0.3838, 0.2779, 0.2331, 0.2693, 0.2469],
  "e_tot_ha": -266.986567,
  "total_charge": 1,
  "homo_lumo_gap_ev": 11.99,
  "multiplicity": 1,
  "relative_energy_kcal_mol": 70.7
}


Record 2
{
  "formula": "C9H10N3",
  "method": "the ωB97M-V functional and the def2-TZVPD basis",
  "species": ["C", "C", "C", "C", "C", "C", "C", "C", "C", "N", "N", "N", "H", "H", "H", "H", "H", "H", "H", "H", "H", "H"],
  "positions_angstrom": [[1.3012, -2.3578, 0.1137], [0.1679, -1.8446, 0.8238], [1.6568, -0.3919, -1.2157], [0.5944, 0.0922, -0.5052], [2.0498, -1.7384, -0.9111], [-0.0842, -0.6215, 0.4120], [0.1392, 1.4850, -0.8070], [-2.2134, 2.4852, 1.7036], [-2.9813, 1.9280, 0.5622], [-0.7636, 2.1106, -0.2136], [3.1476, -2.3721, -1.4714], [-1.5601, 1.5758, 0.7382], [1.6638, -3.3889, 0.4918], [-0.1645, -2.4698, 1.5486], [2.0669, 0.2784, -1.8521], [0.5925, 2.1472, -1.5783], [-1.9549, 3.6625, 1.5917], [-2.3703, 1.9743, 2.6387], [-3.6771, 1.0011, 0.4978], [-3.1819, 2.4335, -0.3409], [3.0125, -3.3550, -1.5241], [3.9327, -1.8417, -1.7023]],
  "forces_ev_per_angstrom": [[0.742, -2.001, 0.274], [1.856, -0.280, -1.687], [-0.740, -3.344, 2.415], [-1.981, 2.416, 0.181], [-0.135, 1.133, 0.570], [0.448, 1.251, -0.792], [0.431, 0.937, -0.560], [-0.043, 2.356, -1.171], [-1.244, -3.150, -0.406], [-0.524, 1.502, 0.045], [-3.019, 0.307, 1.020], [1.105, -1.903, -0.208], [-0.686, 1.801, -0.712], [-1.498, -1.287, 2.164], [1.683, 1.486, -2.231], [0.235, -1.148, 0.382], [-0.432, -3.213, 0.645], [0.173, 0.494, 0.375], [1.190, 1.619, 1.205], [0.157, 1.328, -0.578], [1.028, -0.543, -0.231], [1.257, 0.239, -0.701]],
  "mulliken_charge": [-0.1512, -1.3500, -0.6477, 1.4187, 0.2460, 0.6288, -0.7550, -0.4020, -0.4897, -0.5553, -0.4716, 0.2657, 0.2362, 0.5570, 0.5563, 0.3558, 0.2636, 0.3001, 0.2478, 0.3149, 0.2220, 0.2097],
  "e_tot_ha": -512.731208,
  "total_charge": 1,
  "homo_lumo_gap_ev": [6.37, 6.38],
  "multiplicity": 1,
  "relative_energy_kcal_mol": 121.6
}


Record 3
{
  "formula": "C27H42BN9O8SSe3TeY",
  "method": "the ωB97M-V functional and the def2-TZVPD basis",
  "species": ["Y", "Se", "Se", "Te", "Se", "C", "C", "N", "C", "C", "N", "C", "C", "H", "H", "H", "H", "H", "H", "H", "H", "H", "H", "H", "H", "O", "C", "N", "C", "O", "C", "C", "C", "C", "N", "C", "H", "H", "H", "H", "H", "H", "H", "H", "N", "C", "N", "C", "C", "C", "C", "C", "C", "S", "H", "H", "H", "H", "H", "H", "N", "C", "N", "O", "H", "H", "H", "H", "C", "C", "C", "O", "B", "O", "C", "C", "C", "H", "H", "H", "H", "H", "H", "H", "H", "H", "H", "H", "H", "O", "N", "O", "O"],
  "positions_angstrom": [[1.0185, -1.4042, -0.3198], [3.4870, -2.6244, -0.1902], [5.4307, -2.0636, 0.8999], [5.3101, 0.1507, -2.3979], [3.0823, -0.8824, -1.9266], [0.0886, 0.5588, -3.6250], [-0.6068, 1.2258, -4.8480], [-2.0655, 1.1154, -4.7310], [-2.4922, 1.8523, -3.5373], [-1.7366, 1.3347, -2.2802], [-0.9230, 0.1615, -2.6263], [-1.8200, -0.8409, -3.2296], [-2.4190, -0.2927, -4.5522], [0.7957, 1.2388, -3.1419], [0.6493, -0.3285, -3.9086], [-0.2966, 0.7520, -5.7811], [-0.3621, 2.2893, -4.9230], [-3.5723, 1.7203, -3.4293], [-2.2989, 2.9073, -3.6958], [-2.4175, 1.0366, -1.4865], [-1.0819, 2.1098, -1.8789], [-2.6042, -1.0531, -2.4981], [-1.2613, -1.7537, -3.3980], [-3.5081, -0.3728, -4.5600], [-2.0392, -0.8490, -5.4119], [-1.2404, 5.6054, -2.5761], [0.1615, 5.8567, -2.4933], [0.8363, 4.7379, -1.9210], [1.4486, 4.8109, -0.6995], [1.4439, 5.8312, -0.0374], [2.1807, 3.5733, -0.2829], [3.5214, 3.6419, 0.0718], [4.1593, 2.4824, 0.4324], [3.4495, 1.2868, 0.4559], [2.1512, 1.2157, 0.1604], [1.5384, 2.3422, -0.2179], [-1.7109, 6.3975, -2.3009], [0.3646, 6.7063, -1.8458], [0.5492, 6.0506, -3.4928], [0.9149, 3.8768, -2.4393], [4.0435, 4.5907, 0.0379], [5.2160, 2.4664, 0.6632], [3.9564, 0.3566, 0.6959], [0.4776, 2.2630, -0.4322], [-2.5425, -3.1143, 0.3106], [-1.5071, -3.8559, 0.7995], [-0.4789, -3.3471, 1.4070], [0.3777, -4.3794, 1.8293], [1.5955, -4.1831, 2.4690], [2.3698, -5.2901, 2.7724], [1.9404, -6.5824, 2.4584], [0.7261, -6.7857, 1.8223], [-0.0390, -5.6689, 1.5126], [-1.5633, -5.5911, 0.6780], [-2.3984, -2.1065, 0.2601], [-3.1013, -3.5269, -0.4163], [1.9375, -3.1771, 2.6782], [3.3355, -5.1423, 3.2384], [2.5650, -7.4334, 2.6974], [0.3948, -7.7827, 1.5614], [3.8963, -0.4105, 3.2766], [2.6193, -0.2511, 2.8668], [1.9035, 0.7560, 3.4476], [2.1358, -1.0361, 2.0337], [4.3534, 0.3022, 3.8145], [4.4483, -1.0469, 2.6830], [2.4003, 1.5214, 3.8695], [1.0294, 0.9393, 2.9616], [-1.7584, 1.6137, 3.7041], [-1.7824, 0.3870, 2.8165], [-1.8941, -0.8737, 3.6573], [-0.5213, 0.2989, 2.1073], [-0.7023, -0.2726, 0.8398], [-2.1112, -0.2733, 0.6137], [-2.8050, 0.4464, 1.6654], [-3.0573, 1.8563, 1.1574], [-4.1220, -0.2422, 1.9533], [-1.0398, 1.4669, 4.5131], [-2.7376, 1.7877, 4.1597], [-1.4718, 2.5062, 3.1473], [-1.0351, -0.9193, 4.3285], [-1.8663, -1.7675, 3.0328], [-2.8074, -0.8796, 4.2579], [-2.1200, 2.3664, 0.9238], [-3.6068, 2.4535, 1.8896], [-3.6532, 1.8027, 0.2447], [-3.9809, -1.2904, 2.2086], [-4.7634, -0.1904, 1.0705], [-4.6439, 0.2539, 2.7775], [1.7899, -4.0427, -2.8663], [1.1142, -3.4001, -2.1467], [0.5369, -2.2731, -2.4635], [0.8220, -3.7020, -0.9253]],
  "forces_ev_per_angstrom": [[0.354, 0.075, 0.779], [1.544, -0.674, -0.113], [-0.232, -0.108, -0.218], [-0.254, 0.180, 0.116], [1.661, -0.120, -1.303], [-0.196, 0.118, -0.018], [0.009, -0.043, 0.119], [0.043, 0.072, 0.072], [0.041, -0.246, 0.077], [-0.012, -0.093, -0.149], [0.154, -0.002, -0.110], [-0.099, 0.183, 0.006], [0.039, -0.002, 0.052], [0.013, 0.020, 0.001], [0.018, -0.058, -0.026], [0.002, -0.010, -0.006], [0.014, -0.027, 0.012], [0.013, 0.012, -0.006], [0.015, 0.266, -0.037], [-0.030, 0.012, 0.033], [0.056, 0.026, 0.013], [-0.015, 0.007, 0.032], [0.017, -0.038, -0.021], [-0.032, -0.028, -0.005], [0.001, 0.005, -0.009], [0.037, 0.052, -0.033], [-0.243, -0.016, 0.076], [0.045, -0.268, 0.076], [0.098, 0.032, -0.137], [0.095, 0.068, 0.185], [-0.383, -0.111, -0.059], [-0.086, 0.293, 0.022], [0.270, -0.296, 0.141], [-0.069, 0.081, -0.127], [-0.296, 0.121, -0.106], [0.193, 0.045, 0.178], [0.014, -0.078, 0.027], [0.074, 0.029, -0.013], [0.000, -0.053, -0.118], [0.043, 0.085, -0.051], [-0.031, -0.020, 0.005], [-0.032, -0.016, -0.003], [-0.007, 0.032, -0.043], [-0.025, -0.049, -0.035], [0.140, -0.165, -0.024], [-0.068, 0.512, 0.092], [0.137, -0.309, -0.058], [-0.126, 0.547, -0.052], [0.119, -0.064, 0.049], [-0.021, -0.025, -0.008], [-0.049, 0.066, -0.008], [0.033, 0.070, 0.017], [0.013, -0.273, 0.005], [-0.097, -0.259, -0.022], [-0.045, 0.005, 0.062], [0.025, 0.004, -0.006], [-0.014, -0.024, -0.003], [-0.006, -0.014, -0.002], [0.009, 0.014, 0.002], [-0.004, 0.016, -0.007], [-0.284, -0.145, 0.084], [0.198, -0.280, 0.052], [-0.231, -0.112, -0.278], [-0.446, 0.377, 0.226], [0.051, 0.010, 0.005], [0.183, 0.130, 0.055], [-0.027, -0.006, -0.076], [0.018, 0.013, 0.138], [0.013, 0.141, 0.141], [0.228, -0.002, -0.057], [-0.025, -0.123, 0.132], [-0.270, 0.261, 0.006], [-2.092, 1.106, 1.231], [0.035, 0.000, 0.005], [0.155, -0.144, -0.176], [-0.014, 0.176, -0.042], [-0.161, -0.052, 0.005], [0.008, 0.003, -0.035], [0.016, -0.027, -0.026], [-0.014, -0.030, 0.007], [0.001, 0.000, -0.014], [-0.008, 0.016, -0.017], [0.034, 0.013, -0.007], [-0.030, -0.033, 0.003], [0.018, -0.029, -0.034], [0.012, 0.020, 0.023], [0.004, -0.006, -0.009], [0.020, 0.016, 0.015], [0.034, -0.026, -0.028], [0.273, -0.432, -0.565], [-2.308, 1.072, 1.254], [0.870, -0.910, -0.583], [0.871, -0.557, -0.747]],
  "mulliken_charge": [-1.3761, -0.1184, -0.6641, -0.3674, -0.6096, -0.2785, -0.9416, -0.1865, -1.0754, 0.6026, 0.9141, -0.6179, -0.8915, 0.0172, 0.5141, 0.3038, 0.3140, 0.3502, 0.2898, -0.3099, -0.3383, 0.2141, 0.5329, 0.3622, 0.2865, -0.4663, -0.5968, 0.0137, 0.1855, -0.6773, 0.1909, -0.6482, -1.5695, -0.1905, 1.2160, -0.8430, 0.2797, 0.4193, 0.2786, 0.1399, 0.4933, 0.4909, 0.4278, 0.5765, -0.2003, 0.3296, 0.2753, -0.8680, -0.6455, -0.8263, -0.4969, -0.4322, 1.1666, -0.3906, -0.0568, 0.2878, 0.6852, 0.4262, 0.3591, 0.3805, -0.2232, -0.4151, -0.3337, 0.7770, 0.2205, -0.0365, 0.2241, 0.2508, -2.2346, 1.6800, -1.9522, 0.1170, 2.5737, -0.2416, 1.9140, -1.9092, -2.1487, 0.5259, 0.3974, 0.3438, 0.4942, 0.2133, 0.3331, 0.1930, 0.3538, 0.5158, 0.3901, 0.4823, 0.3353, -0.5878, 0.7681, -0.3716, -0.2895],
  "e_tot_ha": -10082.689594,
  "total_charge": -1,
  "homo_lumo_gap_ev": 5.50,
  "multiplicity": 1,
  "relative_energy_kcal_mol": 90.3
}